# 1
Here is 7 unconnected molecules or ions with the total composition C4H24N2O6 in a non-equilibrium geometry from the OMol25 dataset. Energies are from ωB97M-V/def2-TZVPD.

Computed properties:
2S+1: 1
Charge: +2
ΔE to the lowest compared entry with this formula, charge and spin: 0.0 kcal per mole
LUMO level: -6.1 eV
E_tot: -19787.469 eV

CARTESIAN COORDINATES (ANGSTROEM)
N 0.1601 1.7457 -2.9047
H -1.2235 4.2351 -1.4907
H 2.1515 1.2884 -2.4426
H 2.9620 0.4645 0.0008
H -1.2934 -1.6970 -1.3140
O 0.6710 0.3335 4.0087
H 0.2398 4.5629 -1.2148
H 3.6559 -0.4292 2.2113
H -1.5502 -1.0936 0.0663
H -3.4738 -1.8077 -2.9779
H 0.0137 0.5988 -0.2948
H 1.0333 -0.0593 -2.5655
C 2.5771 -0.5271 2.2711
H -0.0444 2.7134 -2.5397
H 1.1355 1.8403 -0.2917
H 0.0216 -2.8194 1.3983
C 2.0510 -0.1294 -0.0146
H -0.1153 -2.6010 2.9446
H 0.2718 -0.1440 4.7487
O 0.2840 -2.2628 2.1375
H -0.7464 1.2853 -2.7641
H 1.0312 1.0993 4.4743
H -3.8687 -2.5233 1.2760
O -3.3728 -1.8507 0.7830
O -0.8584 -1.2015 -0.6026
H -3.6382 -2.3310 -1.5064
O -0.3711 3.8166 -1.3134
H 0.2314 1.7464 -3.9232
O -3.0174 -1.9860 -2.1562
H 2.0629 -1.0522 -0.5931
H 2.2232 -0.8081 3.2489
H -3.7641 -1.0648 1.1951
H 0.6949 -0.6846 1.5318
C 1.1656 0.9404 -2.1331
C 1.0143 0.7969 -0.6420
N 1.6859 -0.3951 1.3886

Force components x, y, z for each atom (eV/Å):
N -1.858 -0.016 0.743
H -0.101 0.068 0.170
H -0.022 0.088 0.235
H 0.506 -0.779 -0.163
H -0.377 -0.009 0.088
O -0.226 0.126 0.766
H -0.063 -0.105 0.065
H -0.114 0.391 -0.984
H -0.159 -0.359 -0.220
H -0.340 -0.198 -0.084
H -0.174 -0.531 -0.513
H 0.294 0.063 -0.082
C -0.429 -0.710 1.599
H 0.679 -0.144 0.153
H 0.475 -0.391 0.457
H -0.257 -0.255 0.066
C -0.792 1.326 -0.364
H -0.179 -0.248 -0.156
H -0.177 -0.117 -0.169
O -0.266 -0.216 0.272
H 0.001 -0.092 0.138
H 0.025 0.206 -0.218
H 0.359 -0.318 -0.292
O -0.655 0.171 0.749
O 0.216 -0.239 0.129
H -0.167 0.108 -0.120
O 0.021 0.399 -0.201
H 0.825 -0.011 0.072
O 0.540 0.097 0.095
H 0.427 -0.154 0.290
H -0.053 -0.066 0.051
H 0.185 0.169 -0.365
H 0.756 0.077 0.709
C 0.438 -1.823 -1.563
C -0.370 3.135 0.713
N 1.034 0.357 -2.066



# 2
Here is a molecular structure, C24H38N4O2SSiZr from the OMol25 dataset. Energies are from ωB97M-V/def2-TZVPD.

Computed properties:
2S+1: 1
Charge: +2
ΔE to the lowest compared entry with this formula, charge and spin: 43.2 kcal per mole
LUMO level: -6.6 eV
E_tot: -55541.669 eV

CARTESIAN COORDINATES (ANGSTROEM)
C -2.7830 1.0316 1.5722
C 0.4633 -0.9963 -2.6214
H -2.6152 4.1582 -4.5538
C 4.3830 -4.8792 2.2597
H 2.9427 1.6296 4.3091
C 3.3482 1.3165 0.9984
H 1.1299 -2.7931 2.3758
C 3.0067 -3.1120 1.3699
H -2.6423 2.5031 -2.5782
Si 1.8817 1.7915 2.0689
H 0.6196 2.9642 0.1516
H 4.0180 2.1786 0.9423
H -1.3212 2.4052 1.1063
H 4.0608 -2.6161 -1.2030
O 1.7433 -1.3640 0.4680
N -0.2922 -2.2808 -0.7453
H 1.4811 -4.6196 3.9996
H 3.2105 3.2117 3.5751
H -2.9979 1.6242 2.4595
H 3.5603 -5.9460 3.9246
O -1.4956 1.4552 1.0433
H 1.2636 -0.4829 2.7081
H -1.0711 -3.3688 0.8242
H -1.0375 4.6111 -5.1821
C 0.6899 0.3247 2.2462
H 4.7140 -1.3398 -0.1886
C 2.4721 2.4205 3.7229
H -1.5813 2.9355 -5.3050
C 2.2297 -4.4074 3.2486
C -2.6690 -0.4380 1.9074
C 4.1871 -3.8640 1.3410
C 0.1448 -0.8565 -4.0659
H -3.6436 -0.8495 2.1695
H 5.2965 -5.4569 2.2421
H 1.7342 3.9915 0.9805
H 3.0930 1.0611 -0.0340
H 0.2015 -1.8100 -4.5829
S -2.1451 0.1020 -1.5344
H 1.2758 -3.4978 -3.4717
H 3.9204 0.4890 1.4229
H -0.9370 4.4312 -2.6974
H 0.8148 -5.6418 -2.2761
H 0.1041 3.2283 -3.4375
H -0.4426 -5.5657 -0.1228
C 3.4051 -5.1511 3.2070
H -3.5338 1.2148 0.8063
H -0.0859 0.6600 2.9390
C 0.3368 -2.3241 -1.9436
N 0.2680 1.2943 -2.0707
C 2.7904 -2.0307 0.4156
C 0.4966 -4.6971 -1.8561
H 3.3995 -0.9593 -1.3148
H 0.2019 3.6514 1.7438
C -1.0807 1.3583 -2.1446
C 2.0309 -3.3907 2.3363
C 1.0041 3.1959 1.1538
H -2.3696 -1.0247 1.0185
N 0.6722 -0.0206 -1.8132
C -0.5581 -3.4300 -0.1283
H -0.8800 -0.4872 -4.1649
H 1.6569 2.8318 4.3199
H 4.9560 -3.6562 0.6100
Zr -0.0587 -0.1124 0.2049
H -1.9890 -0.6237 2.7366
C -1.5843 3.8209 -4.6694
N -1.6346 2.4641 -2.6192
C 0.7619 -3.5018 -2.5208
C -0.9312 3.5406 -3.3287
C -0.1939 -4.6613 -0.6595
H 0.8126 -0.1332 -4.5346
C 3.7973 -1.7174 -0.6458

Force components x, y, z for each atom (eV/Å):
C 0.036 0.119 -0.040
C -0.070 -0.168 0.012
H -0.004 -0.011 0.028
C -0.001 0.003 -0.011
H 0.016 -0.016 -0.022
C 0.037 0.071 -0.004
H 0.003 0.010 -0.008
C 0.044 -0.037 0.000
H -0.006 0.038 0.007
Si 0.034 0.148 0.048
H 0.022 -0.115 0.018
H 0.024 -0.025 0.007
H -0.104 -0.136 0.108
H -0.014 -0.011 -0.010
O -0.034 0.068 0.038
N 0.283 -0.002 0.001
H 0.002 -0.005 0.004
H -0.004 0.008 0.011
H -0.028 -0.013 -0.001
H 0.007 0.004 0.001
O 0.215 0.114 -0.145
H 0.007 0.012 0.040
H 0.000 -0.005 0.000
H -0.013 -0.002 -0.004
C 0.103 0.078 -0.169
H 0.015 -0.003 -0.005
C -0.041 -0.067 -0.087
H 0.020 -0.008 0.006
C -0.019 0.028 -0.028
C -0.008 -0.111 -0.019
C -0.045 -0.002 0.019
C 0.101 0.139 -0.003
H -0.013 0.044 0.015
H 0.002 0.000 -0.004
H -0.006 0.012 0.055
H -0.078 0.003 0.000
H 0.031 -0.001 -0.002
S 0.068 0.062 -0.080
H -0.011 0.033 -0.012
H -0.006 -0.004 0.044
H -0.008 0.002 -0.020
H 0.005 0.006 -0.013
H -0.003 -0.011 -0.042
H 0.006 -0.011 -0.014
C 0.005 -0.036 0.031
H -0.032 -0.029 0.027
H 0.013 -0.014 0.032
C 0.203 0.199 -0.271
N 0.057 -0.411 0.428
C -0.039 0.017 -0.098
C 0.012 -0.009 0.011
H 0.027 -0.010 -0.016
H 0.015 -0.011 0.054
C -0.284 0.222 0.034
C 0.036 -0.015 0.031
C 0.009 0.104 -0.074
H 0.017 0.033 0.007
N -0.167 -0.262 0.121
C 0.048 -0.044 -0.032
H -0.009 -0.026 0.000
H -0.030 -0.003 -0.020
H 0.008 0.004 -0.006
Zr -0.297 0.059 -0.335
H 0.009 0.020 0.012
C 0.013 0.038 -0.031
N 0.138 -0.107 -0.020
C -0.251 -0.149 0.147
C 0.014 0.026 0.105
C -0.034 0.057 0.055
H -0.030 0.035 0.011
C -0.015 0.075 0.080



# 3
Here is C6H18SSi2 in the gas phase in a non-equilibrium geometry from the OMol25 dataset. Energies are from ωB97M-V/def2-TZVPD.

Computed properties:
2S+1: 1
Charge: 0
SMILES: CC(C)(C)[SiH2][Si](C)(C)S
ΔE to the lowest compared entry with this formula, charge and spin: 0.0 kcal per mole
LUMO level: 0.6 eV
E_tot: -33103.627 eV

CARTESIAN COORDINATES (ANGSTROEM)
C -1.4683 -0.6179 -0.2825
Si 0.3156 -1.5430 -0.0801
H 1.2794 0.4658 2.5150
C 1.9988 1.8063 -0.5496
C -2.5267 -1.7193 0.0614
C -1.4921 0.4645 0.7933
C -1.7095 -0.0255 -1.6467
C 2.2789 0.6028 1.9771
S 3.8362 -1.1741 -0.2981
H -0.0634 -2.2773 1.1599
H -0.8312 1.3069 0.6342
H 1.2900 1.6349 -1.3357
H 2.5565 1.7109 2.0996
H 3.0681 0.1492 2.5057
H 0.5027 -2.1425 -1.3684
H 1.5026 2.5839 0.0391
H 2.8859 2.2501 -0.8583
H -1.0038 0.7828 -1.7226
H -1.3897 -0.6528 -2.5660
H 4.2314 -1.0489 -1.5655
H -2.5728 -2.4890 -0.7836
H -2.5109 0.8209 0.9019
H -2.6759 0.4060 -1.5574
Si 1.9965 0.0805 0.2231
H -2.2244 -2.0610 1.1560
H -1.2628 0.1293 1.8027
H -3.5836 -1.2838 0.1953

Force components x, y, z for each atom (eV/Å):
C 1.245 -1.946 0.790
Si -2.255 2.291 0.287
H 1.385 0.113 -0.303
C -2.540 -1.001 0.232
C -0.140 0.448 1.295
C -0.589 -0.164 0.323
C 2.123 -0.635 -0.661
C -1.540 1.723 1.223
S -0.390 0.274 0.862
H 0.796 -0.366 -0.236
H 0.141 0.259 -0.444
H -0.073 0.537 -1.349
H -0.648 -1.438 -0.649
H 0.697 -1.214 0.788
H 0.390 -0.969 -0.534
H -0.041 -0.463 0.533
H 1.779 0.213 -0.860
H 0.229 0.850 -0.190
H -1.407 0.555 1.543
H -0.463 0.365 -0.262
H 0.161 0.626 1.623
H -0.359 0.501 -0.147
H -1.187 0.240 -1.062
Si 1.927 0.340 -0.020
H -0.857 -0.172 -2.452
H 0.222 -0.556 0.087
H 1.394 -0.412 -0.416



# 4
Here is C25H32N2O5 in the gas phase from the OMol25 dataset. Energies are from ωB97M-V/def2-TZVPD.

Computed properties:
2S+1: 1
Charge: 0
SMILES: CCCOC(=O)C1=C(C)NC2=C(C(=O)[C@@H](C(=O)OC)[C@H](C)C2)[C@H]1c1ccc(N(C)C)cc1
ΔE to the lowest compared entry with this formula, charge and spin: 8.6 kcal per mole
LUMO level: 0.5 eV
E_tot: -39663.136 eV

CARTESIAN COORDINATES (ANGSTROEM)
H 1.8591 -2.3798 -2.4877
H 2.7980 1.8925 -3.1206
H -3.4391 -4.6739 0.5570
H -2.5497 2.3138 2.2929
C 3.8407 0.9399 -1.4827
H -0.8310 0.6442 2.6158
C -3.2411 -3.6402 0.8566
H 4.2501 -1.1672 -1.6385
C -0.4985 0.2977 0.5375
C 3.9302 1.0707 0.0390
H -3.0968 -3.5904 1.9408
C -1.8670 1.6241 -0.9443
C -2.1025 1.8645 1.4220
H -4.8395 4.5529 0.7293
C -3.7223 3.7192 -1.3741
H -2.8179 4.2145 -1.7491
N -3.5325 3.1496 -0.0617
C 6.5412 0.1521 2.4428
H -0.4213 0.2099 -1.6004
H -3.2564 4.5279 1.5271
O 5.3457 -0.8824 0.3218
H -5.0193 -0.6684 0.5929
C 3.4283 -0.4827 -1.8648
C -1.1210 0.9139 1.6121
C -4.1667 -1.2847 0.8678
H 3.2265 -0.5356 -2.9385
H 6.0821 -0.7198 2.9126
H 0.7073 -0.8948 1.8185
H -4.4824 -2.7681 -0.6605
C 0.4665 -2.5838 -0.9856
H -4.0152 2.9435 -2.0850
H -4.0305 -1.2319 1.9453
C -2.5111 2.2413 0.1360
C -4.0311 3.9051 1.0621
O -1.2152 -2.4671 2.1587
O 5.5737 0.8712 1.6918
H -5.3085 -3.1165 0.8658
H 3.1722 2.9747 -1.7808
H -3.2799 -0.8680 0.3954
H 6.9119 0.8402 3.1977
C -0.0006 -3.8318 -1.6640
H 1.8615 1.8073 -1.6227
O 2.3425 1.1117 1.8276
C -1.1091 -2.6139 0.9648
H -4.5240 4.4536 -1.3364
C 2.8543 1.9670 -2.0366
H 4.1168 2.1069 0.3332
H -0.6783 -3.5799 -2.4795
C 1.8466 -0.3762 0.0798
N 1.5028 -1.9451 -1.6495
C 0.5482 -0.7775 0.7414
H -2.1289 1.8780 -1.9587
H -0.5351 -4.4729 -0.9732
C 2.6308 0.6333 0.7495
H 4.8306 1.1402 -1.9089
O -2.0287 -3.2559 0.2150
H -4.4360 3.2292 1.8172
H 0.8477 -4.3785 -2.0754
C -4.3882 -2.7268 0.4266
C -0.8886 0.6721 -0.7409
C 0.0048 -2.0726 0.1691
C 5.0197 0.2275 0.6644
H 7.3528 -0.1832 1.7932
C 2.2214 -0.9210 -1.1007

Force components x, y, z for each atom (eV/Å):
H -0.028 0.080 0.148
H -0.035 0.009 -0.106
H 0.074 0.104 0.049
H -0.077 0.076 0.076
C 0.015 -0.071 -0.043
H 0.052 -0.043 0.129
C -0.611 -0.175 0.336
H -0.111 -0.013 -0.090
C -0.014 0.060 0.202
C 0.031 0.066 0.202
H -0.067 -0.098 -0.195
C -0.052 0.110 -0.187
C -0.125 0.171 0.069
H 0.020 -0.035 0.009
C 0.055 -0.116 -0.074
H 0.000 0.002 -0.055
N -0.234 0.231 -0.042
C 0.249 -0.341 0.047
H 0.047 -0.054 -0.108
H -0.012 0.010 0.063
O 0.044 -0.031 0.044
H -0.042 0.124 -0.017
C 0.221 0.006 -0.004
C 0.073 -0.054 -0.185
C -0.070 -0.192 -0.075
H -0.056 0.003 -0.015
H 0.049 0.062 -0.020
H -0.013 0.002 -0.154
H -0.094 -0.074 -0.028
C -0.288 -0.155 0.454
H 0.023 0.067 -0.087
H 0.022 0.068 0.124
C 0.025 -0.193 0.054
C 0.043 -0.076 0.088
O 0.059 0.116 -0.139
O -0.143 0.346 0.030
H -0.027 -0.080 -0.044
H -0.004 0.136 0.012
H 0.091 0.125 -0.025
H -0.034 -0.024 -0.041
C -0.081 -0.004 0.020
H -0.152 0.043 -0.004
O -0.096 -0.086 -0.034
C -0.079 -0.284 0.116
H 0.012 -0.036 0.007
C 0.207 -0.072 0.072
H -0.102 -0.113 -0.033
H -0.052 -0.029 -0.086
C -0.558 -0.605 -0.059
N 0.097 -0.055 -0.308
C 0.036 0.027 -0.064
H -0.061 0.054 -0.083
H 0.027 -0.032 -0.073
C 0.445 0.355 -0.257
H -0.072 -0.059 0.050
O 0.072 0.126 -0.224
H -0.004 0.077 0.076
H 0.062 -0.022 -0.030
C 0.442 0.017 0.091
C 0.028 -0.005 0.192
C 0.497 0.157 -0.093
C 0.141 0.066 -0.097
H -0.050 0.027 0.098
C 0.187 0.303 0.319